113
Properties=species:S:1:pos:R:3:forces:R:3:mulliken_charge:R:1 method="wB97M-V/def2-TZVPD" lumo_energy_ha=-0.0093 charge=0 homo_lumo_gap_ha=0.2528 homo_ev=-7.132 total_energy_ev=-218147.450
Tl -0.082747 0.193994 0.673103 -0.4756 -0.2488 -0.1667 2.6584
C 4.682641 3.481826 3.059300 0.0125 -0.0101 0.0146 -0.8105
N 4.072088 2.830720 1.911894 0.0494 0.0325 0.0324 0.1309
C 4.241777 3.188379 0.604943 -0.0238 0.0299 -0.0364 -0.6472
C 3.457764 2.340283 -0.125874 -0.0547 -0.0390 0.0435 -0.5499
N 2.806014 1.480747 0.708078 -0.2079 -0.1431 -0.1475 0.3082
C 3.189220 1.786246 1.928902 0.1872 -0.0948 -0.0895 -0.2252
P 2.801859 0.969687 3.495992 -0.2106 -0.0152 0.1047 -0.4758
C 1.082394 1.628416 3.722727 0.0166 0.4654 -0.0687 -0.2829
N 0.204071 1.762072 2.775024 -0.0603 -0.4895 0.0205 0.3320
C -0.971636 2.421753 3.381969 0.0498 0.1138 0.0447 -1.2306
C -0.625520 2.551155 4.885138 0.0240 0.2290 -0.0760 -0.8324
N 0.783668 2.210081 4.914561 -0.1630 -0.3306 0.0899 0.2564
C 1.434697 1.962825 6.191869 0.0266 0.0899 -0.0629 -0.8491
C 2.405615 -0.728227 3.013685 0.2294 0.0875 0.2205 0.0082
N 2.027934 -1.173260 1.830429 -0.0951 -0.0898 0.9908 -0.4196
C 1.827131 -2.513244 1.980632 -0.0444 -0.3529 0.3766 -0.2654
C 2.102286 -2.879090 3.266496 -0.0863 -0.0126 -0.1209 -0.9297
N 2.489919 -1.744947 3.914416 -0.1037 0.0595 -0.1777 0.2391
C 2.793964 -1.666535 5.333032 -0.0245 0.0569 0.1035 -0.8854
H 5.361877 4.251386 2.702588 -0.0035 -0.0063 -0.0227 0.3300
H 3.924570 3.946534 3.688773 -0.0050 0.0142 -0.0105 0.2906
H 5.242240 2.762830 3.654357 0.0061 -0.0096 -0.0064 0.3105
H 4.888955 3.997483 0.314135 0.0055 0.0111 0.0289 0.4060
H 3.335644 2.286710 -1.195150 -0.0256 0.0446 -0.0053 0.4226
H -1.230102 3.333720 2.840215 0.0015 0.0111 -0.0170 0.3484
H -0.804839 3.518530 5.355424 -0.0201 -0.0179 0.0297 0.7340
H 1.281188 2.838411 6.823687 0.0140 -0.0003 0.0061 0.3538
H 1.019932 1.087707 6.692220 -0.0390 -0.0347 -0.0105 0.2393
H 2.503826 1.830518 6.041862 0.0096 0.0013 0.0073 0.3756
H 1.497879 -3.130667 1.161564 0.0501 -0.0052 0.1080 0.3936
H 2.036791 -3.827082 3.770729 0.0118 0.0067 0.0041 0.5064
H 3.227922 -2.612385 5.649328 0.0193 0.0079 -0.0288 0.4119
H 3.515308 -0.870582 5.509256 0.0090 -0.0156 -0.0188 0.3550
H 1.885699 -1.467824 5.899048 -0.0709 0.0288 -0.0503 0.2218
O -3.927277 -0.693459 2.859012 0.2288 -0.0519 -0.0255 -0.7004
As -2.326009 -0.046164 2.588104 -0.7761 -0.0696 -0.2068 0.0841
O -2.366453 0.784396 1.111720 0.5676 0.1990 0.0292 -0.3940
O -1.230409 -1.256368 2.286958 0.6216 0.2916 0.0811 -0.7093
C -2.191573 1.553700 3.753120 -0.0438 -0.2593 0.0409 2.1160
C -3.507968 2.233271 3.519438 0.0090 -0.0675 -0.0560 -1.5129
C -4.321808 2.557290 4.518975 0.0207 0.1419 0.0125 -0.5562
C -3.944553 2.375844 5.921161 -0.0005 0.0493 0.0238 -0.8056
C -2.741588 1.928718 6.264954 0.0592 0.1761 -0.0536 -0.9962
C -1.735041 1.504588 5.240490 -0.0071 -0.4659 -0.0063 1.0816
S -1.245657 -0.201345 5.695502 0.2605 0.1668 0.1984 0.9671
O -0.977405 -0.184635 7.122554 -0.0711 0.0327 -0.1282 -0.8260
O -2.429810 -0.946769 5.289627 -0.0208 -0.0908 -0.1212 -0.7745
O -0.068799 -0.491820 4.885737 0.1645 -0.0116 -0.0032 -0.0783
H -3.863654 -1.235046 3.662472 -0.0361 0.0948 0.0688 0.4125
H -3.780390 2.399240 2.484035 -0.0367 -0.0056 0.0090 0.3916
H -5.282713 3.007575 4.303774 0.0097 0.0052 -0.0273 0.4565
H -4.664803 2.646383 6.682763 0.0228 -0.0006 0.0173 0.3956
H -2.438310 1.828089 7.298864 -0.0312 -0.0618 0.0112 0.4775
O -0.657404 2.662944 -0.077897 0.0386 -0.1564 -0.1493 -0.6035
H -0.500876 3.091751 0.769260 0.0216 0.0376 0.0804 0.2931
H -1.573265 2.333161 -0.025409 0.0197 0.0601 0.0607 0.2671
C 4.050018 1.015470 -6.757213 -0.0148 -0.0004 0.0563 -1.5484
C 3.136422 0.532312 -5.664477 0.0023 0.0324 -0.0112 0.6630
C 3.035380 -0.812488 -5.347303 0.0160 -0.0250 0.0142 -0.7539
C 2.159827 -1.271480 -4.369931 0.0409 -0.0342 0.1595 0.6513
C 2.216581 -2.737436 -4.016078 0.0284 0.0776 -0.0501 -1.8509
C 1.332991 -0.347116 -3.718848 -0.2434 0.0708 -0.0931 1.6534
As -0.064481 -0.972292 -2.493768 0.1471 -0.4848 -0.2719 0.5848
N -1.289661 0.052054 -1.856160 0.1878 0.3485 0.3431 0.8254
C -2.248951 0.734315 -2.591136 -0.0181 -0.2137 -0.1138 0.5577
C -3.353208 1.262594 -1.903950 0.0069 0.0486 -0.0198 -0.4487
C -4.324692 1.982959 -2.577809 0.0208 -0.0141 0.0503 -0.6441
C -4.244046 2.198093 -3.948769 -0.0204 0.0140 -0.0362 -0.6632
C -3.169818 1.664751 -4.643822 0.0003 0.0102 0.0167 -1.3534
C -2.192147 0.941141 -3.978460 0.0586 -0.0228 0.1228 -0.2592
C -0.920918 -2.675499 -2.946846 -0.1513 0.1532 -0.1222 -0.0623
C -1.357740 -3.494758 -1.891542 0.0889 -0.0051 -0.0377 -0.0638
C -0.989906 -3.279727 -0.447908 -0.0744 0.0480 -0.1006 -0.8368
C -2.176184 -4.578987 -2.189013 0.0037 -0.0243 0.0071 -1.1285
C -2.582914 -4.869059 -3.480059 -0.0103 -0.0274 -0.0208 0.7213
C -3.492942 -6.029599 -3.773030 0.0194 0.0359 -0.0024 -1.5199
C -2.144231 -4.040707 -4.501744 -0.0113 -0.0229 -0.0098 -0.9348
C -1.334146 -2.938614 -4.264987 0.1107 0.0075 0.0005 1.3780
C -0.984565 -2.076396 -5.451962 -0.0638 -0.0395 0.0647 -1.5579
C 1.486290 1.033654 -3.943534 0.0247 -0.0376 -0.0028 -0.0920
C 0.779149 2.121588 -3.172404 0.0069 -0.0516 -0.0074 -1.3549
C 2.385123 1.435923 -4.924892 0.0160 -0.0168 0.0024 -0.8481
H 4.560519 0.185687 -7.243332 0.0074 0.0037 -0.0024 0.3571
H 4.803624 1.697717 -6.360586 0.0089 -0.0041 -0.0096 0.3483
H 3.482740 1.560021 -7.513421 0.0176 -0.0036 -0.0184 0.3411
H 3.660710 -1.533764 -5.863095 -0.0042 0.0043 -0.0104 0.3616
H 2.213887 -3.357067 -4.913985 -0.0332 0.0037 -0.0076 0.5030
H 1.400219 -3.060876 -3.378666 0.0246 -0.0633 -0.0022 0.0897
H 3.145608 -2.933760 -3.478304 -0.0116 0.0042 0.0162 0.4280
H -3.427817 1.079588 -0.839792 -0.0108 -0.0162 0.0324 0.3848
H -5.166010 2.378019 -2.020810 0.0036 -0.0009 0.0035 0.4393
H -5.006916 2.766806 -4.463925 0.0016 -0.0104 -0.0017 0.3940
H -3.082405 1.818791 -5.713033 -0.0085 -0.0212 -0.0059 0.4197
H -1.349753 0.538084 -4.530696 0.0084 0.1051 -0.0273 0.7287
H 0.088598 -3.325423 -0.307388 -0.0471 -0.0022 -0.0064 0.0523
H -1.439592 -4.049911 0.175682 -0.0072 0.0098 0.0005 0.5246
H -1.356747 -2.321588 -0.072943 0.0391 0.0087 0.0196 -0.0385
H -2.511366 -5.208632 -1.372715 0.0084 -0.0060 -0.0029 0.3308
H -3.622476 -6.663136 -2.897105 -0.0005 -0.0026 -0.0001 0.3611
H -3.097687 -6.639859 -4.585984 -0.0059 -0.0081 0.0033 0.3663
H -4.477012 -5.670779 -4.080312 -0.0061 -0.0183 0.0038 0.3131
H -2.454718 -4.245731 -5.520905 0.0046 0.0062 0.0021 0.4106
H -1.108563 -2.643244 -6.373493 0.0079 -0.0124 0.0012 0.4928
H 0.034338 -1.703890 -5.419151 0.0062 0.0254 -0.0530 0.2032
H -1.657496 -1.219052 -5.501014 0.0125 -0.0385 -0.0380 0.3156
H 0.414301 1.798990 -2.202081 -0.0071 0.0099 0.0279 -0.0541
H -0.078564 2.506260 -3.724768 -0.0294 -0.0099 -0.0050 0.3059
H 1.465438 2.954225 -3.014985 0.0127 0.0004 -0.0160 0.5762
H 2.498283 2.499348 -5.110990 -0.0020 -0.0037 -0.0101 0.4919
N 2.156772 -1.528959 -0.701371 0.1103 -0.4555 -1.2495 -0.5305
C 1.030881 -1.097879 -0.884720 -0.2701 0.8633 0.5635 -1.0443
H 2.535738 -1.330146 0.239947 -0.0307 0.4178 -0.1104 0.7991